DFT (ωB97M-V/def2-TZVPD) results for C37H31BaN12O3 as an isolated structure.

Geometry as ORCA input:
```
! RIJCOSX wB97M-V def2-TZVPD def2/J DEFGRID3
* xyz 0 2
Ba 1.82955 -0.58319 -1.57989
O -1.49625 -1.67156 0.36710
C -0.49267 -0.95269 0.54405
N -0.24068 0.23103 0.00029
C -1.37707 0.73599 -0.76441
C -0.98861 1.73983 -1.81281
C -1.68380 2.93915 -1.94311
C -1.36921 3.79691 -2.98377
C -0.35587 3.44360 -3.86046
C 0.32102 2.25708 -3.63507
N 0.01726 1.42518 -2.63654
C 0.56125 -1.51484 1.50044
C 0.17502 -2.00272 2.74168
C 1.14946 -2.52567 3.57553
C 2.46445 -2.58031 3.13352
C 2.75249 -2.10445 1.86737
N 1.82434 -1.57219 1.07258
H -2.10701 1.20789 -0.10092
H -1.91918 -0.08006 -1.26442
H -2.46218 3.17604 -1.22918
H -1.90281 4.73032 -3.10977
H -0.07514 4.07537 -4.69126
H 1.14283 1.96837 -4.28144
H -0.86705 -1.96554 3.02835
H 0.88465 -2.89534 4.55794
H 3.25340 -2.98799 3.75003
H 3.76348 -2.14437 1.47642
C -2.77016 -5.04305 -1.60186
N -1.42107 -4.47331 -1.65008
C -1.00123 -3.32112 -2.18066
N 0.31308 -3.22318 -2.07174
C 0.64777 -4.37657 -1.43137
N -0.36933 -5.16332 -1.16379
C -3.79331 -4.01002 -1.20287
C -4.83746 -3.64759 -2.04398
C -5.69784 -2.61663 -1.68556
C -5.49196 -1.91003 -0.51075
C -4.45025 -2.27714 0.33556
C -3.62947 -3.34566 0.00328
C -4.02967 -1.47018 1.48329
N -3.56892 -1.86172 2.61962
N -2.98993 -0.75341 3.21064
C -3.15639 0.22804 2.39471
O -3.85811 -0.13706 1.29347
C -2.56190 1.56658 2.42950
C -3.26496 2.68276 1.97835
C -2.63086 3.91159 1.91876
C -1.29442 4.02614 2.28569
C -0.58709 2.91789 2.73222
C 0.87583 3.02840 3.08688
N 1.72608 2.38866 2.09043
C 1.59553 2.35310 0.76156
N 2.59655 1.68720 0.22435
C 3.34087 1.33358 1.30523
N 2.84278 1.72113 2.45948
C -1.23212 1.68863 2.81035
H -2.71249 -5.85250 -0.87677
H -3.00768 -5.47769 -2.57331
H -1.67102 -2.58957 -2.60192
H 1.65656 -4.64192 -1.15976
H -4.97248 -4.15918 -2.99011
H -6.51161 -2.34261 -2.34386
H -6.12684 -1.06943 -0.26157
H -2.79330 -3.57851 0.64775
H -4.29900 2.58076 1.67427
H -3.17281 4.78517 1.58006
H -0.79748 4.98731 2.22147
H 1.09437 2.52727 4.02772
H 1.16422 4.07561 3.19055
H 0.76282 2.79663 0.24202
H 4.26815 0.78770 1.22676
H -0.68748 0.80867 3.13235
O 4.11195 -0.08641 -2.25078
N 5.21319 0.66423 -2.00537
C 5.34367 1.90679 -2.59512
C 6.29702 2.77817 -2.17310
C 7.17044 2.44394 -1.10800
C 7.01203 1.17365 -0.52143
C 6.05107 0.31041 -0.95639
H 4.64541 2.09948 -3.39552
H 6.37190 3.73211 -2.67874
H 7.92787 3.13186 -0.76427
H 7.65821 0.84658 0.28360
H 5.89962 -0.68804 -0.57349
*
```

HOMO energy (spin up / spin down) = -3.93 / -7.15 eV
Lowest unoccupied orbital energy (spin up / spin down) = 0.151 / 0.135 eV
Energy relative to the best compared isomer or geometry (same formula, charge and spin) = 5.5 kJ/mol
Total energy = -2336.878198 Eh

Mulliken atomic charge list, values in e, 6 entries: 2.07 0.15 -0.02 0.20 1.19 -0.74